# 1
H24KrO12 as an isolated structure in a non-equilibrium geometry, computed with the ωB97M-V functional and the def2-TZVPD basis.

Values from the calculation:
- maximum force (Eh/bohr) = 0.0217
- HOMO-LUMO gap (eV) = 10.16
- highest occupied orbital energy (eV) = -10.6430
- ΔE to the lowest compared entry with this formula, charge and spin (kcal per mole) = 23.41
- DFT total energy (eV) = -99889.792

```
37
H24KrO12, DFT the ωB97M-V functional and the def2-TZVPD basis
Kr 0.04 0.24 0.45
O 1.93 -2.76 3.21
H 1.23 -2.78 2.55
H 2.74 -2.69 2.70
O -3.42 -2.10 0.72
H -3.17 -1.91 -0.18
H -4.27 -2.53 0.65
O -2.00 -1.54 -1.69
H -1.16 -2.00 -1.72
H -2.63 -2.16 -2.07
O -3.24 1.93 0.60
H -3.25 1.19 1.19
H -3.65 1.61 -0.21
O 0.36 -3.04 -1.39
H 0.68 -2.76 -2.25
H 1.14 -3.04 -0.84
O -0.66 0.97 -2.73
H 0.28 0.95 -2.57
H -1.01 0.32 -2.12
O -2.22 2.99 2.96
H -2.59 3.85 3.14
H -2.13 2.96 2.00
O 2.66 3.07 1.92
H 2.30 3.28 1.06
H 1.96 3.30 2.54
O -0.48 -2.94 1.73
H -1.22 -3.48 2.00
H -0.84 -2.05 1.67
O 2.07 3.36 -0.88
H 2.10 2.62 -1.48
H 1.29 3.86 -1.15
O 2.01 1.26 -2.49
H 2.56 1.36 -3.27
H 2.44 0.57 -1.99
O 3.45 -0.46 -1.03
H 3.19 -1.37 -0.88
H 3.52 -0.09 -0.15
```

Atom charges from the natural (NBO) analysis, given in e for atoms 1 to 5: Kr 0.00; O -0.95; H 0.49; H 0.45; O -0.96

# 2
A 11-piece molecular cluster, H24NO10 overall in a non-equilibrium geometry, computed with the ωB97M-V functional and the def2-TZVPD basis.

Values from the calculation:
- maximum force (Eh/bohr) = 0.2669
- HOMO-LUMO gap (eV) = 10.75
- highest occupied orbital energy (eV) = -13.8273
- ΔE to the lowest compared entry with this formula, charge and spin (kcal per mole) = 91.75
- DFT total energy (eV) = -22346.817
- charge = +1

```
35
H24NO10, DFT the ωB97M-V functional and the def2-TZVPD basis
N -43.46 3.29 11.31
H -42.95 2.81 10.50
H -43.65 2.70 12.06
H -44.41 3.77 11.01
H -42.77 3.96 11.66
O -42.58 5.86 13.23
H -42.78 6.59 12.82
H -41.63 5.91 13.42
O -40.72 1.65 9.87
H -40.31 2.59 10.19
H -41.07 1.24 10.49
O -39.98 4.13 10.81
H -39.39 3.89 11.44
H -39.52 4.83 10.12
O -41.72 0.55 12.33
H -41.18 0.64 13.08
H -42.13 -0.27 12.15
O -44.73 0.67 10.74
H -44.40 -0.12 10.34
H -45.12 1.31 9.99
O -44.12 1.83 14.22
H -44.93 1.75 14.58
H -43.44 2.05 14.95
O -45.38 2.03 8.52
H -44.47 2.15 8.06
H -45.74 1.18 8.17
O -42.82 2.95 8.27
H -42.73 3.63 7.70
H -42.24 2.25 8.32
O -42.39 5.83 9.66
H -41.60 5.97 10.11
H -42.34 5.69 8.70
O -46.91 3.89 11.61
H -47.07 2.99 11.51
H -47.03 4.29 10.67
```

Atom charges from the natural (NBO) analysis, given in e for atoms 1 to 5: N -0.89; H 0.47; H 0.46; H 0.47; H 0.45